{"formula": "C4H3Cl2N", "method": "ωB97M-V with the def2-TZVPD basis set", "lumo_ha": 0.023, "relative_energy_kcal_mol": 65.87, "gap_ev": 9.98, "smiles": "ClC#CCl.CC#N", "symbols": ["C", "C", "C", "C", "N", "Cl", "Cl", "H", "H", "H"], "positions_angstrom": [[-2.55, 0.69, 0.32], [-2.36, -0.50, 0.34], [0.88, -0.22, -0.78], [2.03, 0.02, 0.05], [-0.05, -0.41, -1.41], [-2.46, 2.32, 0.25], [-2.44, -2.13, 0.44], [2.72, 0.69, -0.45], [2.53, -0.92, 0.27], [1.69, 0.48, 0.98]]}